Record 1
# C14H9BBrCl44O2S

A 12-piece molecular cluster, C14H9BBrCl44O2S overall (ωB97M-V/def2-TZVPD, the Open Molecules 2025 dataset).

Element x y z (Å)
Br1 -4.344 -2.854 -0.001
Cl1 3.107 7.767 -2.401
Cl2 -9.126 -1.208 3.358
Cl3 0.557 0.325 1.827
Cl4 6.961 -7.755 -9.260
Cl5 4.010 -2.719 -2.126
Cl6 4.323 2.507 -0.136
Cl7 -2.735 5.632 -3.175
Cl8 -4.994 9.661 -2.096
Cl9 5.219 -0.501 -0.735
Cl10 -1.080 0.718 4.760
Cl11 3.942 -3.158 -7.452
Cl12 -7.499 -1.017 5.739
Cl13 5.690 -5.165 -9.313
Cl14 -3.283 11.962 -1.741
Cl15 4.680 3.805 -2.687
Cl16 -3.549 3.657 -1.231
Cl17 2.252 -2.965 3.927
Cl18 4.059 -4.335 5.719
Cl19 0.289 7.714 -2.967
Cl20 -6.271 -1.658 3.210
Cl21 8.544 -5.370 -8.902
Cl22 2.003 -5.800 4.308
Cl23 -2.125 9.344 -2.137
Cl24 -3.932 1.017 4.812
Cl25 -7.307 1.007 3.688
Cl26 4.732 -1.350 -5.353
Cl27 -3.468 9.963 0.336
Cl28 -2.264 2.957 6.143
Cl29 4.296 5.398 -0.314
Cl30 -2.315 0.199 1.473
Cl31 1.458 10.018 -1.663
Cl32 1.208 7.518 -0.239
Cl33 3.537 -2.357 0.704
Cl34 2.369 -0.535 -1.204
Cl35 2.100 3.875 -1.369
Cl36 4.263 -4.747 2.864
Cl37 4.687 -4.207 -4.872
Cl38 -1.006 2.768 1.761
Cl39 -2.361 6.132 -0.353
Cl40 7.411 -5.972 -11.486
Cl41 -0.747 4.147 -1.686
Cl42 -2.523 0.293 7.231
Cl43 -0.652 1.210 -0.640
Cl44 6.703 -3.053 -6.582
S1 -4.095 -5.670 1.446
O1 -3.690 -3.127 2.793
O2 -0.588 -2.514 2.165
C1 -2.465 -3.674 3.190
C2 5.019 -2.940 -6.062
C3 -7.540 -0.728 3.988
C4 3.854 3.892 -1.125
C5 -2.452 1.240 5.739
C6 3.780 -1.530 -0.836
C7 -2.349 4.892 -1.612
C8 -1.379 -3.717 2.115
C9 1.517 8.256 -1.812
C10 -0.862 1.120 1.118
C11 3.143 -4.459 4.207
C12 -3.467 10.232 -1.412
C13 7.149 -6.063 -9.739
C14 -0.445 -4.914 2.353
B1 -4.511 -3.842 1.823
H1 -1.788 -3.826 1.111
H2 -2.064 -2.998 3.963
H3 -2.554 -4.643 3.696
H4 -5.660 -3.785 2.153
H5 -0.958 -5.849 2.117
H6 -0.570 -2.170 1.268
H7 -0.029 -4.910 3.362
H8 0.370 -4.817 1.627
H9 -4.187 -6.325 2.622

Computed properties:
Max |F| in eV/A: 1.2
Gap between HOMO and LUMO in eV: 6.208
Lowest unoccupied orbital energy in eV: 1.14
Net charge: -1
HOMO in eV: -5.0664
Electronic energy in Ha: -23934.8557

Record 2
# C95H205BF4N10O15

A 16-piece molecular cluster, C95H205BF4N10O15 overall (ωB97M-V/def2-TZVPD, the Open Molecules 2025 dataset).

Element x y z (Å)
F1 5.687 1.118 1.803
F2 7.105 -0.472 1.082
F3 7.747 1.624 1.074
F4 7.429 0.491 3.158
O1 -0.553 0.474 3.664
O2 2.146 -3.487 -1.773
O3 -5.388 2.389 -0.697
O4 -6.818 2.866 -2.278
O5 4.068 -5.492 3.964
O6 3.411 3.268 -2.860
O7 1.376 2.411 -3.246
O8 -4.514 3.495 -2.371
O9 -0.027 2.543 2.978
O10 1.124 -4.804 -0.160
O11 2.728 -5.253 2.297
O12 2.180 -4.437 4.289
O13 0.632 1.914 4.874
O14 -0.129 -3.467 -1.604
O15 1.871 3.144 -1.286
N1 3.844 5.050 3.498
N2 3.328 -3.398 7.992
N3 5.781 -6.263 0.249
N4 -5.502 -1.528 -8.527
N5 2.571 -0.718 -4.990
N6 -1.439 -5.313 2.576
N7 -8.421 1.042 1.324
N8 -2.413 4.742 2.239
N9 2.100 -0.542 0.472
N10 -2.383 6.061 -4.351
C1 6.188 4.159 3.228
C2 2.282 -1.792 1.351
C3 -4.424 7.460 -7.352
C4 3.797 -1.985 1.452
C5 0.294 -0.636 -5.722
C6 -3.471 -5.038 0.930
C7 -3.539 5.676 2.254
C8 -8.601 0.550 -0.097
C9 -3.445 7.483 -6.188
C10 0.806 -0.526 -0.373
C11 -6.375 -2.656 -8.607
C12 -5.479 2.876 -1.736
C13 1.041 -3.775 -1.233
C14 2.143 2.931 -2.458
C15 6.522 -5.515 1.349
C16 5.458 3.494 4.468
C17 3.726 -5.034 9.664
C18 -0.011 5.646 -4.607
C19 -0.136 7.558 5.038
C20 -0.510 -0.712 0.398
C21 -9.762 0.752 2.013
C22 2.884 -2.091 -5.377
C23 3.026 -4.942 3.626
C24 -4.411 -1.756 -9.556
C25 6.367 -8.072 -1.296
C26 -2.057 -7.619 2.904
C27 3.559 -0.318 -3.888
C28 6.042 -0.104 -3.369
C29 3.172 6.340 3.734
C30 -5.987 -1.069 -6.102
C31 -4.902 -1.343 -7.179
C32 4.406 -4.057 8.795
C33 -6.007 0.187 1.248
C34 8.280 -3.943 1.805
C35 5.281 -7.546 0.821
C36 -10.107 -0.621 1.438
C37 5.244 5.337 2.904
C38 -5.248 -2.018 2.106
C39 6.302 -1.505 -2.970
C40 2.124 0.681 1.360
C41 7.935 -3.587 3.208
C42 3.289 -0.583 -0.469
C43 4.437 -1.071 0.354
C44 -0.521 -7.528 2.559
C45 2.583 -2.398 8.786
C46 -1.002 6.689 -4.230
C47 1.326 7.648 4.684
C48 -4.486 -0.790 -3.977
C49 0.374 5.790 -0.256
C50 5.038 -1.899 6.784
C51 4.618 -5.449 -0.335
C52 -1.045 5.484 0.137
C53 2.535 -5.551 8.757
C54 1.226 -0.085 -6.814
C55 -2.345 -6.190 3.368
C56 4.201 4.353 4.837
C57 -0.545 -6.280 1.766
C58 5.007 -0.133 -4.450
C59 1.132 -0.735 -4.448
C60 -5.048 -0.546 2.173
C61 -2.219 4.386 3.754
C62 -3.786 6.993 -8.653
C63 -3.223 -4.844 -1.540
C64 2.530 0.234 -6.126
C65 -1.953 0.871 -0.716
C66 -5.404 -0.151 -4.975
C67 -9.354 -0.757 0.101
C68 -2.124 4.575 -3.953
C69 2.983 4.074 2.660
C70 -0.601 4.418 -3.955
C71 3.839 -2.803 6.678
C72 6.812 -6.681 -0.788
C73 5.410 -1.410 5.361
C74 -7.330 0.323 1.966
C75 -6.277 -0.283 -9.007
C76 7.074 -4.189 0.937
C77 -1.109 5.212 1.618
C78 2.344 -4.536 7.676
C79 -3.707 -4.191 -0.267
C80 -3.320 3.384 4.079
C81 -1.723 -0.576 -0.508
C82 -3.358 6.654 -3.405
C83 -3.731 2.858 2.682
C84 -5.560 0.118 -10.325
C85 -8.163 2.454 1.196
C86 4.470 -0.235 4.919
C87 -2.254 -4.414 1.668
C88 -0.024 1.628 3.798
C89 -2.954 6.069 -5.748
C90 5.095 -8.437 -0.403
C91 -2.820 3.433 1.615
C92 -4.106 -0.458 -10.110
C93 1.779 6.259 4.380
C94 0.956 7.044 0.340
C95 -0.533 -4.435 3.353
B1 7.056 0.693 1.811
H1 2.249 1.540 0.683
H2 -5.286 -2.411 1.056
H3 4.359 0.584 5.659
H4 -0.143 -1.622 -5.962
H5 -4.297 -5.101 1.674
H6 3.410 0.017 -6.739
H7 4.383 -7.352 1.410
H8 -2.642 4.550 -2.997
H9 2.982 0.636 2.078
H10 -6.091 -0.267 -11.191
H11 8.810 -3.101 3.586
H12 4.879 -4.388 -0.491
H13 -4.783 3.029 2.457
H14 7.718 -4.432 3.829
H15 -1.605 6.431 -0.053
H16 -4.455 -0.148 -3.141
H17 -1.202 3.988 3.827
H18 0.409 -5.817 1.560
H19 7.267 -1.694 -2.561
H20 -2.513 -3.497 2.173
H21 4.187 -8.137 -0.938
H22 1.462 8.171 3.743
H23 3.017 6.762 2.723
H24 7.195 4.479 3.400
H25 -2.694 1.142 -1.450
H26 0.079 -7.603 3.449
H27 -0.363 3.482 -4.468
H28 -3.310 3.533 0.638
H29 0.991 4.943 -0.098
H30 -6.103 -0.479 0.388
H31 -2.211 5.294 4.283
H32 -2.200 5.726 -6.449
H33 -4.286 5.190 2.906
H34 6.939 0.335 -3.832
H35 7.470 -4.178 -0.083
H36 0.459 7.947 0.010
H37 -1.108 1.450 -0.968
H38 -10.551 1.444 1.714
H39 4.983 2.622 4.000
H40 -5.028 -1.616 -3.547
H41 -7.183 -2.550 -7.879
H42 1.647 -2.011 8.332
H43 1.704 -1.624 2.298
H44 -9.233 1.297 -0.551
H45 -4.303 6.119 -3.439
H46 -1.532 -1.029 -1.489
H47 4.855 0.210 4.000
H48 1.100 0.190 -3.824
H49 5.512 6.208 3.488
H50 -2.559 -7.882 1.971
H51 1.771 -4.904 2.106
H52 -2.554 8.064 -6.523
H53 2.628 -4.908 6.666
H54 1.077 5.780 3.707
H55 -10.010 -0.959 -0.741
H56 -2.208 -6.156 4.478
H57 -9.608 0.764 3.082
H58 0.097 5.585 -5.689
H59 -3.371 -5.873 3.299
H60 0.837 7.097 1.437
H61 -7.798 2.807 2.109
H62 -9.833 -1.448 2.095
H63 3.491 -0.647 4.676
H64 -0.629 0.010 1.241
H65 6.167 3.290 5.278
H66 4.967 0.774 -5.067
H67 -4.188 -0.529 -7.273
H68 -4.173 3.857 4.634
H69 5.839 -2.471 7.260
H70 -3.703 -0.545 -11.148
H71 -3.629 -5.829 -1.662
H72 3.826 -5.498 0.398
H73 -6.847 -2.499 -9.585
H74 2.452 1.217 -5.613
H75 -2.130 -4.944 -1.487
H76 3.844 -2.081 -5.846
H77 -4.337 -2.267 -6.973
H78 2.969 -2.283 6.224
H79 -3.303 6.660 2.705
H80 -3.535 7.718 -3.489
H81 2.716 -6.526 8.344
H82 -4.925 -2.329 -10.346
H83 6.137 -8.087 -2.347
H84 3.491 -1.139 -3.163
H85 2.122 -2.516 -6.052
H86 -0.936 6.130 2.194
H87 -0.776 7.314 4.174
H88 5.126 5.596 1.854
H89 3.417 3.669 5.047
H90 -0.258 4.294 -2.886
H91 -1.596 -4.146 0.877
H92 -3.416 -1.015 -4.259
H93 -5.757 -3.522 -8.482
H94 3.129 0.567 -3.382
H95 4.256 -5.764 -1.312
H96 -6.203 -2.227 2.566
H97 -2.563 3.917 -4.666
H98 1.684 -5.620 9.429
H99 6.026 -7.930 1.547
H100 -3.260 -3.219 -0.101
H101 4.950 -0.259 0.776
H102 6.198 3.409 2.415
H103 -3.788 8.112 -5.377
H104 8.809 -3.060 1.490
H105 6.344 -3.447 1.198
H106 8.964 -4.783 1.803
H107 7.139 -8.846 -1.100
H108 -7.309 -0.601 -9.086
H109 -3.936 5.649 1.240
H110 2.408 -2.816 9.773
H111 7.102 -2.876 3.207
H112 3.278 -1.546 8.966
H113 -5.045 -0.133 3.169
H114 -1.001 7.656 -4.727
H115 1.211 0.720 1.941
H116 3.376 -4.647 10.594
H117 -3.709 -2.418 -9.043
H118 4.142 -1.628 2.408
H119 0.797 0.855 -7.232
H120 5.010 -4.492 8.026
H121 -0.518 8.544 5.393
H122 0.478 1.098 5.431
H123 -0.358 6.802 5.827
H124 6.895 -5.944 -1.603
H125 -4.782 -4.038 -0.271
H126 -7.656 0.568 -0.659
H127 3.045 -1.320 -1.259
H128 -2.925 6.463 -2.414
H129 6.361 -2.136 -3.885
H130 5.378 -0.971 -5.077
H131 6.389 -0.965 5.483
H132 -3.806 5.421 -5.640
H133 -6.178 0.457 -8.203
H134 -1.094 -3.939 4.132
H135 -4.986 0.710 -5.468
H136 -3.042 2.515 4.655
H137 1.358 -4.063 7.538
H138 -8.593 -1.514 0.128
H139 1.757 5.664 5.320
H140 -9.059 3.003 0.892
H141 0.814 0.318 -1.100
H142 1.300 -0.827 -7.616
H143 -7.427 2.606 0.424
H144 -1.338 4.661 -0.518
H145 -3.493 -4.276 -2.412
H146 -3.326 6.003 -8.623
H147 -7.681 -0.647 2.221
H148 5.165 -1.654 -0.234
H149 3.503 3.986 -2.263
H150 0.996 5.869 -4.242
H151 -5.492 1.194 -10.469
H152 -6.229 0.204 -4.351
H153 -2.993 7.671 -9.028
H154 -4.591 7.026 -9.370
H155 2.028 3.800 3.124
H156 -0.283 -8.380 1.924
H157 5.820 -5.334 2.166
H158 -1.947 2.759 1.498
H159 2.001 7.094 0.076
H160 -7.090 0.779 2.910
H161 3.821 6.960 4.303
H162 -6.842 -0.542 -6.488
H163 2.967 -2.649 -4.442
H164 1.003 -1.661 -3.853
H165 5.459 -1.842 -2.361
H166 0.088 -5.127 3.903
H167 4.993 -9.525 -0.224
H168 2.077 8.086 5.370
H169 0.463 5.958 -1.325
H170 -0.491 0.048 -5.418
H171 -4.062 -0.279 1.779
H172 -6.780 3.371 -3.069
H173 5.697 0.520 -2.560
H174 -0.886 6.945 -3.144
H175 7.729 -6.642 -0.183
H176 4.108 -3.625 6.011
H177 -3.568 1.804 2.665
H178 -0.363 4.484 1.899
H179 0.894 -1.397 -1.003
H180 7.240 -6.145 1.857
H181 2.831 4.662 1.769
H182 4.877 -0.986 7.388
H183 -2.627 -1.064 -0.165
H184 5.521 -2.215 4.643
H185 -3.171 -6.037 0.649
H186 1.963 -2.677 0.771
H187 -0.506 -1.684 0.899
H188 4.345 -5.915 9.979
H189 -11.232 -0.713 1.354
H190 3.419 0.460 -0.846
H191 -5.514 1.080 0.836
H192 3.602 3.179 2.399
H193 -4.510 -2.584 2.672
H194 -4.834 8.448 -7.462
H195 -0.037 -3.830 2.640
H196 -2.332 1.293 0.236
H197 -1.081 -6.452 0.792
H198 4.283 5.081 5.610
H199 -5.219 6.825 -6.972
H200 4.027 -3.071 1.275
H201 -3.446 0.133 -9.530
H202 -2.299 -8.288 3.712
H203 -6.284 -2.015 -5.710
H204 4.935 -3.356 9.411
H205 2.045 -5.019 -0.184

Computed properties:
Max |F| in eV/A: 7.9
Gap between HOMO and LUMO in eV: 7.809
Lowest unoccupied orbital energy in eV: -6.10
Net charge: +4
HOMO in eV: -13.9058
Electronic energy in Ha: -5842.2026

Record 3
# C5H3FNO2S

A 2-piece molecular cluster, C5H3FNO2S overall (ωB97M-V/def2-TZVPD, the Open Molecules 2025 dataset).

Element x y z (Å)
S1 -0.908 1.158 2.240
F1 0.770 0.179 -2.110
O1 -0.792 -2.014 -2.038
O2 -0.096 -2.584 -0.008
N1 -0.028 1.753 -0.125
C1 -0.141 -1.842 -1.007
C2 -0.516 2.253 0.949
C3 0.084 0.357 0.063
C4 0.561 -0.455 -0.971
C5 -0.404 -0.110 1.256
H1 2.428 -0.807 -0.602
H2 -0.560 3.302 0.983
H3 -0.399 -1.189 1.370

Computed properties:
Max |F| in eV/A: 4.6
Gap between HOMO and LUMO (alpha / beta) in eV: 7.132 / 7.142
Lowest unoccupied orbital energy (alpha / beta) in eV: 2.78 / 2.78
Net charge: -1
ΔE to the lowest compared entry with this formula, charge and spin in kcal/mol: 20.97
HOMO (alpha / beta) in eV: -4.3485 / -4.3589
Electronic energy in Ha: -895.5729